C4H12NOS | ωB97M-V/def2-TZVPD

Computed properties:
Calculated total energy ... -18713.2407 eV
ΔE to the lowest compared entry with this formula, charge and spin ... 23.1 kcal/mol
Kohn-Sham gap (spin up / spin down) ... 9.24 / 6.39 eV
Molecular weight ... 122.213 g mol⁻¹
<S²> ... 0.7528

ORCA input file:
```
! RIJCOSX wB97M-V def2-TZVPD def2/J DEFGRID3
* xyz 0 2
C 0.077 -1.838 1.270
N -0.378 -0.775 0.374
C 0.391 0.496 0.261
C -0.201 1.645 -0.567
S 1.129 2.848 -0.937
C 1.642 -1.868 1.376
H -0.171 -2.710 0.654
H -0.454 -1.875 2.220
H -0.574 -1.057 -0.571
H 0.658 0.782 1.283
H 1.366 0.214 -0.160
H -0.554 1.161 -1.491
H -1.091 2.029 -0.060
H 2.006 -2.645 2.056
H 1.948 -0.946 1.878
H 2.146 -1.933 0.420
H -2.229 2.583 -2.217
H -2.834 2.002 -3.372
O -2.877 1.884 -2.417
*
```

***

C4H12NS2 | ωB97M-V/def2-TZVPD

Computed properties:
Calculated total energy ... -27498.1604 eV
ΔE to the lowest compared entry with this formula, charge and spin ... 83.3 kcal/mol
Kohn-Sham gap (spin up / spin down) ... 8.16 / 6.62 eV
Molecular weight ... 138.281 g mol⁻¹
<S²> ... 0.7535

ORCA input file:
```
! RIJCOSX wB97M-V def2-TZVPD def2/J DEFGRID3
* xyz 0 2
N 1.404 0.630 -1.150
C 0.278 1.522 -0.670
C -0.681 1.349 -1.842
C -0.226 1.046 0.697
S 1.032 0.740 1.929
S -0.970 -1.656 -0.732
C -0.652 -2.592 0.806
H 2.174 0.911 -0.551
H 0.711 -1.194 -0.378
H 1.164 -0.419 -0.730
H 0.667 2.536 -0.479
H -0.165 1.743 -2.712
H -1.654 1.881 -1.827
H -0.829 0.222 -1.711
H -0.837 1.861 1.146
H -0.901 0.187 0.613
H -1.501 -3.283 0.873
H -0.447 -1.883 1.634
H 0.238 -3.195 0.750
*
```

***

C4H12NS2 | ωB97M-V/def2-TZVPD

Computed properties:
Calculated total energy ... -27494.6472 eV
ΔE to the lowest compared entry with this formula, charge and spin ... 53.9 kcal/mol
Structure (SMILES) ... CSSC[C@H](C)[NH3+]
Kohn-Sham gap ... 9.16 eV
Molecular weight ... 138.281 g mol⁻¹

ORCA input file:
```
! RIJCOSX wB97M-V def2-TZVPD def2/J DEFGRID3
* xyz 1 1
N 1.586 -1.577 -0.908
C 1.147 -0.285 -1.716
C 0.984 -0.582 -3.301
C -0.193 0.069 -1.042
S -0.110 1.231 0.440
S -0.455 0.146 2.008
C -2.251 0.184 2.211
H 1.607 -1.284 0.060
H 0.799 -2.336 -0.852
H 2.465 -2.095 -1.269
H 1.984 0.558 -1.544
H 1.795 -1.134 -3.838
H 0.878 0.345 -3.917
H -0.058 -1.288 -3.246
H -1.027 0.471 -1.800
H -0.432 -0.917 -0.493
H -2.835 1.103 2.174
H -2.515 -0.038 3.182
H -2.832 -0.686 1.815
*
```

***

C4H12NS2 | ωB97M-V/def2-TZVPD

Computed properties:
Calculated total energy ... -27496.1689 eV
ΔE to the lowest compared entry with this formula, charge and spin ... 18.8 kcal/mol
Kohn-Sham gap ... 8.04 eV
Molecular weight ... 138.281 g mol⁻¹

ORCA input file:
```
! RIJCOSX wB97M-V def2-TZVPD def2/J DEFGRID3
* xyz 1 1
C 2.384 0.032 0.647
C 1.484 -1.189 0.518
S 0.925 -1.375 -1.209
S -0.395 -2.938 -1.084
H 1.880 0.950 0.337
H 3.274 -0.064 0.028
H 2.696 0.142 1.682
H 0.612 -1.103 1.170
H 2.015 -2.092 0.806
H 0.483 -3.948 -1.209
C -2.113 1.514 0.820
C -1.404 1.267 -1.494
N -1.385 0.881 -0.285
H -1.390 1.859 1.554
H -2.772 0.787 1.280
H -2.676 2.363 0.449
H -2.017 2.118 -1.756
H -0.801 0.726 -2.214
H -0.801 0.070 -0.042
*
```

***

C4H12NS2 | ωB97M-V/def2-TZVPD

Computed properties:
Calculated total energy ... -27494.1972 eV
ΔE to the lowest compared entry with this formula, charge and spin ... 64.2 kcal/mol
Kohn-Sham gap ... 7.00 eV
Molecular weight ... 138.281 g mol⁻¹

ORCA input file:
```
! RIJCOSX wB97M-V def2-TZVPD def2/J DEFGRID3
* xyz 1 1
N 3.472 -1.037 -0.943
C -0.344 1.787 0.287
C 0.683 2.165 -0.741
C -1.620 1.322 -0.006
S -0.564 -0.217 0.753
S -1.443 -1.697 -0.300
C -2.123 -2.646 1.079
H 3.814 -1.892 -0.526
H 4.146 -0.297 -0.872
H 2.599 -0.786 -0.540
H -0.173 2.241 1.261
H 1.706 2.106 -0.385
H 0.477 3.177 -1.097
H 0.588 1.510 -1.610
H -2.418 1.513 0.703
H -1.955 1.350 -1.039
H -1.314 -3.124 1.620
H -2.767 -3.370 0.583
H -2.764 -2.106 1.775
*
```

***

C4H12NS2 | ωB97M-V/def2-TZVPD

Computed properties:
Calculated total energy ... -27487.4250 eV
ΔE to the lowest compared entry with this formula, charge and spin ... 220.4 kcal/mol
Kohn-Sham gap ... 4.15 eV
Molecular weight ... 138.281 g mol⁻¹

ORCA input file:
```
! RIJCOSX wB97M-V def2-TZVPD def2/J DEFGRID3
* xyz 1 1
N 1.178 0.387 1.053
C -0.242 0.759 1.477
C -0.871 -0.581 1.882
C -0.895 1.606 0.394
S -0.702 3.234 0.783
S 0.167 -1.056 -1.349
C 0.793 -2.069 -2.695
H 1.607 1.324 1.012
H 0.158 1.771 -1.413
H 1.276 0.043 0.081
H 0.025 1.343 2.378
H -0.849 -1.364 1.126
H -0.550 -0.926 2.856
H -1.951 -0.316 2.030
H -1.886 1.224 0.014
H -0.130 1.421 -0.635
H 1.745 -2.543 -2.476
H 0.125 -2.881 -3.001
H 1.001 -1.377 -3.518
*
```

***

C4H12O | ωB97M-V/def2-TZVPD

Computed properties:
Calculated total energy ... -6389.0296 eV
ΔE to the lowest compared entry with this formula, charge and spin ... 25.2 kcal/mol
Structure (SMILES) ... CCO.CC
Kohn-Sham gap ... 11.11 eV
Molecular weight ... 76.139 g mol⁻¹

ORCA input file:
```
! RIJCOSX wB97M-V def2-TZVPD def2/J DEFGRID3
* xyz 0 1
C -0.364 0.948 1.245
C -1.776 0.920 1.866
O -0.284 2.170 0.467
H 0.385 1.135 1.996
H -0.054 0.098 0.619
H -2.346 0.005 1.701
H -0.453 1.952 -0.456
H -2.442 1.622 1.333
H -1.924 1.188 2.908
C 0.963 -1.383 -2.194
C 1.385 -1.112 -0.710
H 0.465 -0.463 -2.506
H 1.820 -1.586 -2.817
H 0.209 -2.166 -2.289
H 2.222 -1.785 -0.550
H 0.605 -1.488 -0.038
H 1.590 -0.055 -0.576
*
```

***

C4H12O | ωB97M-V/def2-TZVPD

Computed properties:
Calculated total energy ... -6388.8343 eV
ΔE to the lowest compared entry with this formula, charge and spin ... 29.7 kcal/mol
Structure (SMILES) ... CCO.CC
Kohn-Sham gap ... 11.26 eV
Molecular weight ... 76.139 g mol⁻¹

ORCA input file:
```
! RIJCOSX wB97M-V def2-TZVPD def2/J DEFGRID3
* xyz 0 1
C -0.507 0.010 1.863
C -1.922 0.667 2.010
O -0.089 0.314 0.554
H 0.068 0.378 2.719
H -0.696 -1.112 1.758
H -2.264 0.985 2.993
H -0.044 1.255 0.352
H -2.686 0.034 1.604
H -1.951 1.479 1.223
C 0.629 -0.777 -1.796
C 1.895 -0.265 -2.497
H 0.282 -1.728 -2.193
H 0.870 -0.936 -0.777
H -0.196 -0.085 -1.897
H 2.143 0.730 -2.071
H 1.788 -0.190 -3.567
H 2.707 -0.921 -2.169
*
```

***

C4H12O | ωB97M-V/def2-TZVPD

Computed properties:
Calculated total energy ... -6388.1212 eV
ΔE to the lowest compared entry with this formula, charge and spin ... 46.1 kcal/mol
Structure (SMILES) ... CC(C)C.O
Kohn-Sham gap ... 11.46 eV
Molecular weight ... 76.139 g mol⁻¹

ORCA input file:
```
! RIJCOSX wB97M-V def2-TZVPD def2/J DEFGRID3
* xyz 0 1
C 1.309 -0.130 0.555
C 1.174 0.742 -0.710
C -0.402 0.513 -1.461
C 2.374 0.583 -1.686
H 0.928 -1.214 0.569
H 0.620 0.220 1.398
H 2.293 -0.149 1.201
H 1.224 1.695 -0.178
H -0.387 -0.599 -1.314
H -1.174 1.047 -0.885
H -0.681 0.658 -2.506
H 2.812 -0.491 -1.639
H 3.199 1.044 -1.258
H 2.133 1.097 -2.705
H -5.384 -1.691 4.236
H -5.173 -1.350 2.872
O -4.866 -1.976 3.512
*
```

***

C4H12O | ωB97M-V/def2-TZVPD

Computed properties:
Calculated total energy ... -6389.3863 eV
ΔE to the lowest compared entry with this formula, charge and spin ... 16.9 kcal/mol
Structure (SMILES) ... CCO.CC
Kohn-Sham gap ... 11.19 eV
Molecular weight ... 76.139 g mol⁻¹

ORCA input file:
```
! RIJCOSX wB97M-V def2-TZVPD def2/J DEFGRID3
* xyz 0 1
C -1.368 -2.030 -0.906
C -0.020 -2.528 -0.350
H -1.336 -1.894 -1.977
H -2.131 -2.721 -0.559
H -1.648 -1.116 -0.377
H 0.339 -3.417 -0.860
H -0.070 -2.678 0.723
H 0.722 -1.750 -0.544
C 0.824 1.476 0.762
C 0.671 2.988 0.720
O 0.448 0.931 -0.495
H 1.873 1.214 0.840
H 0.294 1.054 1.613
H -0.298 3.202 0.290
H -0.326 0.391 -0.652
H 1.409 3.441 0.062
H 0.617 3.436 1.708
*
```

***

C4H12O | ωB97M-V/def2-TZVPD

Computed properties:
Calculated total energy ... -6378.7555 eV
ΔE to the lowest compared entry with this formula, charge and spin ... 16.1 kcal/mol
Kohn-Sham gap (spin up / spin down) ... 10.33 / 3.89 eV
Molecular weight ... 76.139 g mol⁻¹
<S²> ... 0.7542

ORCA input file:
```
! RIJCOSX wB97M-V def2-TZVPD def2/J DEFGRID3
* xyz 1 2
C 1.827 1.810 -1.039
C 0.597 1.598 -0.146
O 2.517 0.638 -1.300
H 1.494 2.219 -1.977
H 2.657 2.527 -0.751
H 0.090 0.610 -0.226
H 2.804 0.133 -0.500
H -0.189 2.342 -0.386
H 0.851 1.859 0.898
C -1.957 -1.046 0.668
C -1.192 -2.342 0.739
H -2.367 -0.737 1.622
H -1.420 -0.229 0.204
H -2.877 -1.185 0.098
H -0.270 -2.394 1.354
H -1.837 -3.204 0.958
H -0.728 -2.598 -0.216
*
```

***

C4H12O2 | ωB97M-V/def2-TZVPD

Computed properties:
Calculated total energy ... -8435.4179 eV
ΔE to the lowest compared entry with this formula, charge and spin ... 20.4 kcal/mol
Kohn-Sham gap (spin up / spin down) ... 2.75 / 9.74 eV
Molecular weight ... 92.138 g mol⁻¹
<S²> ... 0.7504

ORCA input file:
```
! RIJCOSX wB97M-V def2-TZVPD def2/J DEFGRID3
* xyz -1 2
C 1.690 1.008 0.653
C 1.419 -0.182 -0.289
C 0.216 -0.720 -0.358
C -0.239 -2.078 -0.868
H 2.421 0.820 1.438
H 2.101 1.746 -0.015
H 0.717 1.219 1.073
H 2.322 -0.572 -0.749
H -0.555 -0.293 0.290
H 0.314 -2.371 -1.761
H -0.052 -2.809 -0.049
H -1.327 -2.035 -0.931
H -0.962 0.738 -1.759
H -1.451 1.744 -2.894
O -1.094 1.680 -1.982
H -1.879 1.501 2.655
H -2.141 -0.046 2.645
O -1.500 0.650 2.901
*
```

***

C4H12O2 | ωB97M-V/def2-TZVPD

Computed properties:
Calculated total energy ... -8435.6659 eV
ΔE to the lowest compared entry with this formula, charge and spin ... 42.6 kcal/mol
Structure (SMILES) ... CC[C@H](C)O.O
Kohn-Sham gap ... 10.90 eV
Molecular weight ... 92.138 g mol⁻¹

ORCA input file:
```
! RIJCOSX wB97M-V def2-TZVPD def2/J DEFGRID3
* xyz 0 1
C 1.217 -0.470 -1.090
C -0.206 -0.591 -1.380
C -1.136 0.529 -1.105
C -2.517 -0.004 -0.948
O -1.173 1.640 -2.125
H 1.587 -1.451 -0.698
H 1.558 0.251 -0.277
H 1.881 -0.167 -1.917
H -0.368 -1.012 -2.433
H -0.497 -1.408 -0.613
H -0.780 0.733 -0.027
H -3.082 0.835 -1.321
H -2.548 -1.155 -1.338
H -2.999 -0.150 0.016
H -0.223 1.904 -2.198
H 3.449 -0.493 5.556
H 2.772 0.911 5.683
O 3.063 0.098 6.215
*
```